No. 1
Formula: C4H4N2
Source: the Open Molecules 2025 dataset
Level of theory: ωB97M-V with the def2-TZVPD basis set

Output
Energy relative to the best compared isomer or geometry (same formula, charge and spin) ... 5.383 eV
HOMO-LUMO gap ... 8.71 eV
M ... 80.09 g mol⁻¹
2S+1 ... 1
HOMO energy ... -7.898 eV

Each line ends with the Löwdin charge.
Geometry (Å):
C: -0.3060 -0.8210 0.9835  -0.2463
C: -0.7754 0.1467 0.2822  -0.1079
C: 2.6306 -1.6977 -0.3793  0.1238
C: -1.3818 1.2398 -0.1878  -0.0021
N: 0.6830 -1.7482 1.0169  0.0052
N: 1.7452 -1.5990 0.3195  -0.0851
H: -0.9515 -1.1122 1.8968  0.1378
H: -2.2250 1.1987 -0.8816  0.0556
H: -0.9837 2.1207 0.1965  0.0231
H: 3.7261 -1.6418 -0.5530  0.0959



No. 2
Formula: C4H4N2
Source: the Open Molecules 2025 dataset
Level of theory: ωB97M-V with the def2-TZVPD basis set

Output
Energy relative to the best compared isomer or geometry (same formula, charge and spin) ... 3.934 eV
HOMO-LUMO gap ... 11.24 eV
M ... 80.09 g mol⁻¹
2S+1 ... 1
HOMO energy ... -10.331 eV
SMILES ... C#C.C#N.C#N

Each line ends with the Löwdin charge.
Geometry (Å):
C: -1.7407 0.5832 0.0575  -0.0478
C: -1.0221 1.5476 0.0504  -0.0216
H: -2.5250 -0.1344 0.0720  0.0117
H: -0.4023 2.4130 0.0457  0.0073
C: 2.2295 0.3621 -0.0508  -0.1001
N: 1.6403 1.3516 -0.0265  0.0590
H: 2.8026 -0.5371 -0.0731  0.0404
C: -0.3598 -1.8223 -0.0236  -0.0658
N: 0.7919 -1.7968 -0.0448  0.0694
H: -1.4143 -1.9669 -0.0069  0.0476



No. 3
Formula: C4H4N2
Source: the Open Molecules 2025 dataset
Level of theory: ωB97M-V with the def2-TZVPD basis set

Output
Energy relative to the best compared isomer or geometry (same formula, charge and spin) ... 4.285 eV
HOMO-LUMO gap ... 9.19 eV
M ... 80.09 g mol⁻¹
2S+1 ... 1
HOMO energy ... -9.564 eV

Each line ends with the Löwdin charge.
Geometry (Å):
C: 0.4944 0.8172 -0.1620  -0.1310
C: 1.2239 -0.4110 0.0678  -0.1437
N: 0.7322 -1.6134 -0.0305  0.0363
N: -0.6016 -1.6702 -0.2478  -0.1056
C: -1.6594 -1.1147 -0.2564  0.0514
C: -0.8063 0.8713 0.1833  -0.0541
H: 0.9960 1.6468 -0.6509  0.1011
H: 2.3042 -0.3960 0.2006  0.1109
H: -1.1717 0.2515 1.0082  0.0567
H: -1.5068 1.6347 -0.1149  0.0780



No. 4
Formula: C4H4N2
Source: the Open Molecules 2025 dataset
Level of theory: ωB97M-V with the def2-TZVPD basis set

Output
Expectation value of S² ... 2.015
Energy relative to the best compared isomer or geometry (same formula, charge and spin) ... 1.377 eV
HOMO-LUMO gap (spin up / spin down) ... 6.38 / 9.29 eV
M ... 80.09 g mol⁻¹
2S+1 ... 3
HOMO energy (spin up / spin down) ... -5.633 / -11.498 eV

Each line ends with the Löwdin spin population.
Geometry (Å):
C: 0.8577 -1.1746 0.4778  0.5169
C: -1.8212 0.9997 -0.3258  0.0325
C: -0.3384 0.8830 -0.4300  0.1087
C: 0.4753 -0.4843 -0.5884  0.6470
N: 1.6588 -1.5981 1.2855  0.5901
N: -2.8883 1.4355 -0.2710  0.0003
H: -0.0541 1.6266 -1.2309  0.0086
H: -0.1281 1.3302 0.5429  0.0067
H: 0.4942 -0.8804 -1.5662  0.0505
H: 1.7441 -2.1376 2.1061  0.0388



No. 5
Formula: C4H4N2
Source: the Open Molecules 2025 dataset
Level of theory: ωB97M-V with the def2-TZVPD basis set

Output
Expectation value of S² ... 2.016
Energy relative to the best compared isomer or geometry (same formula, charge and spin) ... 1.172 eV
HOMO-LUMO gap (spin up / spin down) ... 6.26 / 9.22 eV
M ... 80.09 g mol⁻¹
2S+1 ... 3
HOMO energy (spin up / spin down) ... -5.497 / -11.384 eV

Each line ends with the Löwdin spin population.
Geometry (Å):
C: -0.3624 1.0622 0.2069  0.1159
C: -0.5018 -0.3432 0.6748  0.5897
C: 0.9726 1.4190 -0.2929  0.0200
C: -0.2064 -1.4147 0.0325  0.5049
N: 1.9746 1.6989 -0.7562  0.0042
N: 0.1259 -2.2688 -0.7496  0.6254
H: -0.7897 1.6485 0.9391  0.0065
H: -1.0643 -0.3633 1.6539  0.0661
H: -1.0758 1.2589 -0.5872  0.0245
H: 0.9273 -2.6976 -1.1213  0.0429



No. 6
Formula: C4H4N2O
Source: the Open Molecules 2025 dataset
Level of theory: ωB97M-V with the def2-TZVPD basis set

Output
Energy relative to the best compared isomer or geometry (same formula, charge and spin) ... 5.171 eV
HOMO-LUMO gap (spin up / spin down) ... 7.92 / 7.43 eV
M ... 96.09 g mol⁻¹
2S+1 ... 1
HOMO energy (spin up / spin down) ... -8.735 / -8.433 eV

Each line ends with the Löwdin charge.
Geometry (Å):
N: 2.1478 -0.5736 1.6217  0.1477
C: 1.6493 -0.3826 0.5896  -0.2434
C: 0.9886 -0.0819 -0.6361  -0.1982
O: -0.1763 -0.7375 -0.9260  -0.0878
C: -1.2450 -0.6205 -0.0107  -0.1954
C: -1.5062 0.8168 0.2950  -0.1184
N: -0.7604 1.7449 0.2288  0.1101
H: 1.5842 0.0785 -1.5255  0.1085
H: 0.4497 1.9322 -0.1280  0.2210
H: -2.1130 -1.0906 -0.4674  0.1244
H: -1.0187 -1.0858 0.9585  0.1318